ORCA calculation (wB97M-V/def2-TZVPD) on C52H84O54S6 as an isolated structure at a distorted geometry.

Element x y z (Å)
C  18.153  18.892  12.067
C  17.623  20.079  12.904
O  18.736  20.793  13.342
S  20.036  20.217  12.656
O  20.681  19.437  13.690
O  20.699  21.261  11.943
O  19.380  19.216  11.594
H  17.417  18.629  11.315
H  18.342  18.013  12.708
H  16.952  19.715  13.682
H  17.203  20.814  12.204
C  15.222  20.510  16.690
C  13.981  21.448  17.000
O  13.862  22.371  15.996
S  14.960  22.050  14.866
O  15.661  23.240  14.502
O  14.370  21.179  13.857
O  15.957  21.171  15.729
H  14.878  19.551  16.298
H  15.894  20.340  17.532
H  14.200  21.941  17.953
H  13.021  20.951  17.046
C  20.035  14.239  20.450
C  18.737  13.494  20.360
O  18.791  12.720  19.200
S  19.827  13.451  18.205
O  19.132  14.178  17.194
O  20.829  12.558  17.786
O  20.368  14.594  19.147
H  20.783  13.628  20.965
H  19.945  15.181  21.001
H  17.881  14.171  20.279
H  18.601  12.863  21.227
C  15.141  14.727  21.445
C  15.084  13.177  21.033
O  15.984  12.510  21.916
S  16.276  13.541  23.069
O  17.662  13.338  23.401
O  15.229  13.587  24.072
O  16.222  14.881  22.257
H  14.270  15.052  22.009
H  15.281  15.339  20.552
H  15.477  13.008  20.034
H  14.103  12.766  21.204
C  10.260  13.619  16.374
C  9.713  14.113  17.782
O  10.828  14.403  18.519
S  11.986  13.436  18.027
O  11.735  12.153  18.601
O  13.191  14.176  18.281
O  11.638  13.554  16.465
H  10.008  14.315  15.587
H  9.872  12.630  16.121
H  9.183  13.303  18.287
H  9.142  15.030  17.688
C  17.988  20.472  22.259
C  17.493  19.431  21.195
O  17.937  18.171  21.603
S  19.329  18.432  22.323
O  20.370  18.558  21.326
O  19.404  17.465  23.386
O  18.923  19.841  22.995
H  17.247  20.972  22.901
H  18.474  21.273  21.692
H  17.733  19.699  20.166
H  16.399  19.343  21.230
C  23.623  16.576  20.905
C  25.063  16.500  21.441
C  26.154  16.361  20.374
O  26.419  17.715  20.017
C  26.096  18.499  21.104
O  26.412  19.641  21.056
O  25.411  17.761  22.018
H  22.937  16.852  21.720
H  23.398  15.567  20.551
H  23.495  17.269  20.075
H  25.109  15.746  22.251
H  25.717  15.859  19.502
H  27.061  15.838  20.658
C  24.514  11.094  16.268
C  24.562  12.546  15.714
C  23.550  13.509  16.325
O  24.255  14.140  17.367
C  25.577  13.993  17.084
O  26.403  14.566  17.714
O  25.791  13.127  16.111
H  24.678  11.196  17.348
H  25.312  10.465  15.869
H  23.541  10.625  16.094
H  24.475  12.603  14.625
H  22.653  12.984  16.728
H  23.219  14.230  15.549
C  20.581  14.879  13.942
C  20.966  15.208  12.522
C  21.028  13.992  11.564
O  20.319  14.393  10.465
C  19.747  15.638  10.699
O  19.075  16.288  9.975
O  20.089  16.107  11.954
H  21.351  14.142  14.235
H  19.637  14.326  14.053
H  20.654  15.728  14.630
H  21.993  15.619  12.494
H  20.541  13.109  11.980
H  22.073  13.774  11.318
C  11.155  17.922  22.692
C  11.864  17.067  21.635
C  11.254  17.302  20.237
O  12.392  17.961  19.524
C  13.503  17.855  20.323
O  14.602  18.174  20.060
O  13.184  17.273  21.489
H  11.628  17.822  23.677
H  10.101  17.670  22.804
H  11.231  18.987  22.436
H  11.789  16.008  21.907
H  10.365  17.943  20.256
H  11.029  16.380  19.687
C  22.778  17.619  17.096
C  23.448  17.968  15.744
C  24.160  19.328  15.708
O  25.510  18.962  15.615
C  25.688  17.605  15.484
O  26.733  17.074  15.378
O  24.452  17.028  15.499
H  22.473  16.579  17.226
H  21.926  18.278  17.297
H  23.546  17.860  17.853
H  22.757  17.968  14.905
H  23.975  19.910  16.619
H  23.874  19.836  14.787
C  20.683  25.072  16.608
C  19.821  23.805  16.386
C  20.529  22.694  15.625
O  20.360  21.560  16.428
C  19.849  21.908  17.625
O  19.648  21.115  18.475
O  19.607  23.242  17.678
H  20.894  25.654  15.706
H  21.662  24.783  16.996
H  20.188  25.655  17.390
H  18.845  23.997  15.937
H  21.587  22.895  15.510
H  20.095  22.523  14.637
C  17.036  16.667  25.045
C  17.561  15.890  26.263
C  19.058  15.789  26.386
O  19.233  15.948  27.789
C  18.078  16.501  28.346
O  18.020  16.848  29.469
O  17.154  16.588  27.433
H  15.953  16.618  24.984
H  17.444  16.124  24.194
H  17.394  17.697  24.982
H  17.129  14.878  26.328
H  19.571  16.595  25.851
H  19.331  14.780  26.075
C  12.945  15.195  14.365
C  13.878  16.096  13.590
C  14.329  17.276  14.472
O  15.762  17.313  14.251
C  16.147  16.169  13.649
O  17.267  15.871  13.403
O  15.077  15.436  13.334
H  13.459  14.976  15.296
H  12.756  14.235  13.873
H  11.959  15.648  14.545
H  13.495  16.432  12.639
H  14.150  17.180  15.552
H  13.903  18.211  14.097
C  15.659  13.151  15.412
C  15.708  11.853  16.261
C  14.371  11.223  16.592
O  14.543  9.826  16.403
C  15.761  9.607  15.761
O  16.112  8.513  15.455
O  16.367  10.794  15.585
H  15.157  13.889  16.051
H  15.062  13.002  14.508
H  16.644  13.515  15.115
H  16.289  12.028  17.168
H  13.603  11.527  15.871
H  14.043  11.527  17.579
C  18.354  18.468  16.393
C  18.344  17.082  17.105
C  18.462  17.206  18.602
O  17.494  16.297  19.061
C  16.693  15.842  18.033
O  15.869  15.017  18.263
O  17.040  16.453  16.922
H  18.419  18.254  15.330
H  19.161  19.133  16.702
H  17.406  18.987  16.500
H  19.032  16.346  16.698
H  18.303  18.237  18.939
H  19.458  16.836  18.925

Atomic forces in eV per Å
C -2.38 -2.03 2.49
C -1.21 -0.18 -2.19
O 1.16 0.24 0.76
S 1.77 -0.60 0.72
O -0.02 0.76 -1.22
O -0.10 -0.63 0.59
O 2.13 2.30 -0.95
H 0.32 -0.01 -0.45
H -0.73 0.12 -0.08
H 0.19 0.42 0.09
H -1.03 -0.52 0.30
C -1.57 -1.10 1.18
C 0.64 -1.65 2.36
O 1.28 1.15 -2.08
S 0.01 0.13 -2.62
O -0.77 -0.76 0.14
O 0.62 1.33 1.55
O 0.42 1.26 -0.80
H 0.04 -0.09 0.06
H -0.40 0.08 0.15
H -0.31 0.19 -0.17
H 0.08 -0.64 0.35
C 0.05 0.76 2.61
C -1.36 0.90 1.73
O 1.50 -0.15 -1.65
S -1.19 0.78 -1.82
O -0.50 -0.38 -0.24
O 0.56 -0.90 0.39
O 0.53 -0.68 -0.63
H 0.29 0.02 -0.45
H -0.14 -0.28 0.09
H 0.17 0.06 0.03
H -0.04 -0.26 0.05
C -2.37 -0.39 -2.53
C -0.33 1.16 -0.29
O -0.12 0.59 0.51
S 2.03 -0.51 3.04
O -1.23 0.12 0.48
O 1.29 -0.42 -1.48
O 1.91 -0.27 0.76
H -0.39 -0.22 -0.27
H -0.11 -0.07 0.12
H -0.31 0.12 -0.10
H -0.40 -0.06 -0.33
C -2.39 -0.18 -0.07
C -1.44 -0.87 -1.53
O 1.55 0.52 0.71
S 1.84 1.57 1.34
O 0.20 0.24 -0.93
O -0.72 -1.35 -0.44
O 1.58 -0.43 1.38
H -0.01 0.16 -0.18
H -0.16 0.12 0.07
H -0.43 0.20 -0.23
H -0.34 -0.12 0.00
C -1.25 2.09 -2.80
C -3.02 1.37 0.13
O 1.09 -0.13 0.26
S 0.86 -1.59 0.83
O -1.23 0.17 1.36
O 0.68 0.98 -1.18
O 2.32 -2.33 1.37
H -0.04 -0.76 -0.15
H -0.09 0.14 0.02
H 0.64 -0.06 0.16
H 0.25 0.16 -0.09
C 0.49 -0.48 0.41
C -0.11 -0.10 0.22
C -1.38 -0.58 -1.06
O -0.23 -0.46 1.05
C 0.45 -0.72 -1.92
O -0.57 0.37 1.46
O 0.52 1.46 0.23
H 0.20 -0.10 -0.30
H -0.30 0.03 -0.07
H 0.18 0.07 0.06
H 0.13 0.41 -0.49
H 0.44 0.06 0.12
H 0.10 0.08 0.32
C -0.04 1.01 0.06
C -0.60 -1.19 -0.24
C -1.70 -0.75 -0.54
O 0.11 -0.06 -0.38
C 0.02 0.86 1.36
O 0.61 0.02 0.00
O 0.55 -0.03 -0.58
H -0.14 -0.25 -0.08
H -0.10 0.19 -0.11
H 0.14 0.10 -0.03
H 0.27 -0.27 0.14
H 0.79 0.49 -0.27
H 0.24 -0.03 0.60
C 0.80 -1.12 0.30
C 1.62 -0.74 1.11
C 0.50 -0.40 1.81
O -1.65 2.20 -1.60
C 0.42 0.39 0.85
O -0.09 -0.64 -0.52
O -0.79 -0.35 -1.99
H -0.18 0.26 0.32
H 0.03 0.57 -0.24
H -0.19 -0.11 -0.26
H -0.45 0.31 0.30
H 0.13 -0.10 0.15
H -0.26 -0.12 -0.13
C 0.93 0.47 0.31
C -3.74 -1.30 0.48
C 1.03 0.07 -0.70
O -0.33 -0.33 1.09
C -1.79 -0.53 -0.14
O 1.18 0.70 -0.85
O 2.67 1.09 0.14
H -0.07 -0.16 -0.23
H 0.07 -0.17 -0.22
H -0.08 -0.17 -0.10
H -0.46 0.07 0.04
H 0.48 0.12 -0.12
H 0.15 0.29 0.21
C 0.69 0.97 -0.05
C -1.69 0.13 0.69
C -0.47 -0.62 -0.01
O 1.39 -0.35 0.08
C -1.15 1.41 0.28
O 0.09 -0.40 -0.15
O 1.35 -0.97 -0.38
H 0.13 0.03 -0.34
H 0.05 -0.06 -0.15
H -0.34 -0.28 -0.04
H -0.31 -0.40 0.05
H 0.12 0.06 -0.33
H 0.00 0.42 0.27
C -0.39 -0.58 0.09
C 0.83 1.18 -0.25
C 0.10 0.56 -0.91
O -0.21 -0.61 0.45
C 0.23 0.63 -1.02
O -0.46 -0.51 1.21
O -0.15 -1.07 0.41
H -0.47 -0.05 0.06
H -0.08 -0.20 0.09
H 0.12 0.24 -0.37
H 0.01 0.28 0.11
H 0.28 0.03 -0.02
H 0.04 -0.03 0.19
C 0.47 -1.13 0.13
C -1.27 0.51 -1.19
C -0.36 0.08 0.16
O -0.27 0.15 0.67
C 2.36 -0.63 -0.22
O -0.24 0.28 0.96
O -1.26 0.28 -0.34
H -0.12 0.08 0.12
H -0.11 0.21 -0.29
H -0.01 -0.21 0.31
H -0.08 0.35 -0.22
H 0.13 -0.31 -0.01
H 0.57 0.29 -0.02
C -0.20 -0.40 -0.22
C -0.77 0.54 1.14
C 0.40 0.66 -0.60
O -0.44 0.28 0.15
C -0.09 0.31 0.02
O 0.40 -0.07 0.10
O 0.77 -1.27 -0.44
H -0.32 -0.03 0.24
H 0.15 0.19 -0.15
H 0.41 0.14 0.06
H -0.37 0.19 -0.26
H -0.03 -0.27 -0.32
H 0.15 0.01 0.24
C -0.45 -0.92 0.65
C 0.37 0.78 -0.30
C -0.69 0.55 -0.81
O 0.90 0.01 0.24
C -1.43 0.01 0.77
O 0.34 0.78 -0.14
O 0.93 -0.90 -0.92
H 0.27 0.03 -0.18
H 0.06 -0.11 0.09
H -0.01 -0.10 0.25
H -0.02 0.19 0.09
H 0.02 0.20 0.06
H -0.03 -0.60 0.31
C -0.14 -1.43 -0.49
C -0.26 1.58 -0.86
C 1.17 -0.30 -0.11
O -0.83 -0.57 0.54
C 1.58 0.69 1.80
O -0.65 -0.24 -0.70
O -0.46 -0.05 -0.71
H 0.31 0.23 -0.26
H 0.10 -0.26 0.07
H -0.11 -0.10 0.47
H 0.25 0.37 -0.11
H -0.14 -0.42 0.09
H -0.56 0.53 0.00

LUMO energy   -0.72 eV
Electronic energy   -230858.54546 eV
Frontier orbital gap   9.6 eV
Highest occupied orbital energy   -10.32 eV